{"formula": "C50H39F3MnN5P2S2", "method": "ωB97M-V with the def2-TZVPD basis set", "mol_weight_g_mol": 947.91, "gap_ev": [4.61, 4.69], "fmax_ev_per_a": 3.46, "homo_energy_ev": [-2.5326, -2.6261], "total_energy_ha": -5132.202635, "multiplicity": 6, "total_charge": -1, "symbols": ["Mn", "C", "N", "C", "C", "N", "C", "C", "C", "C", "C", "C", "N", "C", "N", "C", "C", "C", "C", "C", "C", "N", "H", "H", "H", "H", "H", "H", "H", "H", "H", "H", "H", "H", "H", "H", "H", "S", "P", "C", "P", "S", "C", "C", "C", "C", "C", "C", "C", "C", "C", "C", "C", "C", "C", "C", "C", "C", "C", "C", "C", "C", "C", "C", "C", "C", "H", "H", "H", "H", "H", "H", "H", "H", "H", "H", "H", "H", "H", "H", "H", "H", "H", "H", "H", "H", "F", "C", "F", "F", "C", "C", "C", "C", "C", "C", "C", "C", "H", "H", "H", "H"], "xyz": [[-0.3541, 0.1572, 0.9012], [-1.4697, -1.7419, 3.2231], [-0.2724, -0.9442, 2.9841], [0.9811, -1.6099, 3.3103], [2.0204, -1.1614, 2.3427], [1.7365, -0.4837, 1.2626], [2.9318, -0.3234, 0.5938], [3.2281, 0.3294, -0.5956], [4.5400, 0.3239, -1.0249], [5.5506, -0.2943, -0.2889], [5.2813, -0.9307, 0.9079], [3.9624, -0.9470, 1.3319], [3.3450, -1.4666, 2.4457], [-2.5331, -1.3354, 2.2602], [-2.3166, -0.7997, 1.0732], [-3.5468, -0.6504, 0.4871], [-3.8736, -0.0006, -0.7967], [-5.3188, -0.1582, -1.0876], [-6.2392, -0.6478, -0.2164], [-5.8942, -1.1502, 1.0494], [-4.5375, -1.1195, 1.3573], [-3.8607, -1.5597, 2.4748], [-1.8425, -1.6642, 4.2601], [-1.2182, -2.7893, 3.0153], [-0.3406, -0.0726, 3.5163], [0.8514, -2.6890, 3.1569], [1.3135, -1.4342, 4.3478], [2.4449, 0.8184, -1.1506], [4.7946, 0.8187, -1.9518], [6.5653, -0.2691, -0.6596], [6.0674, -1.3881, 1.4887], [3.7787, -2.0141, 3.1698], [-3.2807, -0.4065, -1.6214], [-5.6441, 0.2104, -2.0495], [-7.2793, -0.6843, -0.5187], [-6.6364, -1.5306, 1.7344], [-4.2634, -1.9695, 3.3012], [-1.4386, 1.9379, 2.1563], [-0.6525, 1.1791, -1.1062], [-0.0560, -0.4630, -1.0259], [-0.5774, -2.1117, -0.9347], [-0.1322, -3.2030, 0.6459], [-2.2175, -2.6263, -1.5887], [-2.5002, -2.3008, -2.9108], [-3.7149, -2.6560, -3.4646], [-4.6516, -3.3356, -2.7020], [-4.3664, -3.6673, -1.3890], [-3.1524, -3.3107, -0.8281], [0.4495, -2.9454, -2.2090], [0.1828, -4.2769, -2.5071], [1.0467, -4.9971, -3.3071], [2.1889, -4.3947, -3.8125], [2.4538, -3.0676, -3.5204], [1.5906, -2.3454, -2.7151], [-2.2228, 1.7942, -1.6690], [-3.3931, 1.5830, -0.7694], [-4.5203, 2.4769, -1.1054], [-4.5848, 3.1858, -2.2502], [-3.5000, 3.2032, -3.1600], [-2.3351, 2.5473, -2.8329], [0.5571, 1.9598, -2.2251], [1.2726, 3.0831, -1.8213], [2.2200, 3.6410, -2.6613], [2.4422, 3.0944, -3.9154], [1.7317, 1.9756, -4.3225], [0.8019, 1.4008, -3.4767], [-1.7545, -1.7688, -3.4900], [-3.9365, -2.3971, -4.4904], [-5.6053, -3.6074, -3.1345], [-5.0963, -4.2048, -0.8002], [-2.9102, -3.5853, 0.1901], [-0.7000, -4.7454, -2.0888], [0.8360, -6.0346, -3.5297], [2.8752, -4.9674, -4.4230], [3.3429, -2.5950, -3.9147], [1.7864, -1.3105, -2.4656], [-3.1050, 1.7216, 0.2800], [-5.3358, 2.4902, -0.3943], [-5.4560, 3.7942, -2.4665], [-3.5704, 3.7739, -4.0747], [-1.4684, 2.6440, -3.4758], [1.0891, 3.4984, -0.8380], [2.7894, 4.5022, -2.3386], [3.1730, 3.5393, -4.5774], [1.9056, 1.5531, -5.3030], [0.2527, 0.5174, -3.7750], [5.0482, 3.9282, 7.3767], [5.5034, 3.8935, 6.1008], [6.5820, 3.0897, 6.1243], [5.9815, 5.1429, 5.8739], [4.4622, 3.4788, 5.1216], [3.2369, 4.1528, 5.1248], [2.2442, 3.7769, 4.2579], [2.4259, 2.6984, 3.3619], [3.6881, 2.0780, 3.3260], [4.6851, 2.4605, 4.1946], [1.3128, 2.2832, 2.6369], [0.2311, 1.9039, 2.1552], [3.0797, 4.9635, 5.8210], [1.2927, 4.2871, 4.2614], [3.8709, 1.2957, 2.6040], [5.6472, 1.9691, 4.1665]], "atomic_forces_ev_per_a": [[0.355, -0.637, -0.113], [-0.096, -0.109, 0.119], [-0.009, 0.198, 0.859], [0.028, -0.203, 0.077], [-0.098, 0.196, -0.356], [0.367, -0.369, 0.865], [0.602, -0.248, 0.183], [-0.099, 0.032, 0.015], [-0.062, 0.123, -0.132], [0.096, -0.058, 0.099], [0.102, -0.063, 0.077], [-0.187, 0.353, -0.616], [-0.146, -0.116, 0.235], [-0.350, -0.229, -0.083], [-0.603, -0.394, 0.866], [-0.733, -0.064, 0.236], [0.028, -0.265, 0.190], [0.111, -0.017, -0.153], [-0.269, -0.077, -0.234], [-0.266, -0.015, 0.198], [0.610, 0.152, -0.450], [0.562, 0.071, 0.090], [0.070, -0.005, -0.214], [-0.077, 0.148, 0.054], [-0.033, -0.185, -0.272], [0.035, 0.156, 0.100], [-0.080, -0.049, -0.201], [-0.024, -0.020, -0.092], [-0.022, 0.039, -0.056], [0.075, -0.004, -0.002], [0.109, -0.098, 0.049], [-0.102, 0.046, -0.053], [-0.102, 0.103, 0.132], [-0.066, 0.023, -0.062], [-0.028, 0.026, -0.014], [-0.049, -0.042, 0.059], [0.057, 0.074, -0.093], [-0.426, 0.156, 0.071], [-0.301, -0.716, -2.028], [-1.486, -0.039, 0.177], [1.023, 0.391, -1.549], [-0.015, -0.418, 0.743], [0.181, 0.321, 0.186], [0.069, -0.040, 0.106], [-0.047, 0.056, -0.202], [-0.075, -0.041, -0.041], [-0.145, -0.091, 0.003], [0.160, -0.067, -0.083], [0.004, -0.050, 0.151], [-0.033, -0.014, -0.106], [-0.081, -0.159, -0.034], [0.148, -0.017, -0.078], [0.201, -0.095, -0.157], [-0.194, 0.150, -0.028], [0.996, -0.144, 0.831], [0.094, -0.267, 0.120], [-0.345, 0.465, 0.049], [-0.065, -0.146, 0.390], [0.374, 0.071, -0.764], [-0.278, 0.182, -0.204], [0.062, 0.148, 0.397], [-0.202, -0.135, -0.010], [0.137, 0.133, -0.059], [0.116, 0.088, -0.020], [0.048, -0.027, -0.132], [-0.054, -0.007, 0.128], [-0.040, 0.042, -0.076], [-0.019, 0.024, -0.076], [-0.045, -0.006, -0.013], [-0.068, -0.013, 0.073], [0.048, 0.040, 0.073], [0.022, -0.053, -0.008], [-0.001, -0.071, -0.026], [0.024, 0.004, -0.057], [0.085, 0.041, -0.021], [0.015, 0.042, 0.040], [-0.100, -0.068, -0.185], [-0.146, 0.136, 0.026], [-0.080, 0.006, 0.066], [0.047, 0.068, -0.065], [-0.089, 0.039, -0.077], [0.004, 0.054, 0.028], [0.021, 0.058, 0.014], [0.050, 0.022, -0.027], [0.015, -0.043, -0.050], [0.001, -0.058, -0.001], [-0.244, -0.069, -0.076], [0.435, 0.275, 0.402], [-0.019, -0.195, -0.221], [-0.124, -0.007, -0.178], [-0.223, -0.080, -0.237], [0.530, -0.138, 0.145], [-0.113, -0.214, -0.235], [0.901, 0.337, 0.697], [-0.445, 0.019, -0.241], [0.221, 0.354, 0.459], [-1.486, -1.015, -1.508], [1.366, 2.338, 2.158], [-0.055, 0.074, 0.061], [-0.078, 0.012, 0.015], [-0.012, -0.070, -0.033], [0.032, -0.048, -0.009]]}


{"formula": "C2H4ClOP", "method": "ωB97M-V with the def2-TZVPD basis set", "mol_weight_g_mol": 110.48, "gap_ev": 8.66, "fmax_ev_per_a": 2.33, "homo_energy_ev": -9.9551, "total_energy_ha": -955.376543, "smiles": "O=PCl.C=C", "total_charge": 0, "symbols": ["O", "P", "Cl", "C", "C", "H", "H", "H", "H"], "xyz": [[1.4365, -1.8985, -1.9018], [1.7286, -2.9975, -0.9471], [0.4883, -2.6577, 0.6705], [-0.4565, 1.8408, 0.5726], [-0.7615, 0.6033, 0.1565], [-1.0899, 2.7533, 0.3069], [0.5499, 2.2376, 0.9536], [-0.1295, -0.2182, 0.3585], [-1.7659, 0.3369, -0.1696]], "atomic_forces_ev_per_a": [[0.542, -1.321, 0.820], [-0.637, 1.521, -0.925], [0.157, -0.426, 0.143], [0.578, 1.965, -1.103], [-0.565, 1.425, 1.196], [0.392, -1.585, 0.580], [-1.399, -1.340, -0.403], [0.698, -0.544, -0.008], [0.233, 0.305, -0.300]]}